C7H11NO2S3 as an isolated structure at a distorted geometry, computed with ωB97M-V with the def2-TZVPD basis set.

Structure (ORCA input):
```
! wB97M-V def2-TZVPD RIJCOSX def2/J DEFGRID3
* xyz 0 1
C 0.74293 -0.71999 0.03972
C 2.19302 -0.16734 -0.25384
C 1.74867 0.94747 0.60285
C -0.49544 0.86576 1.78370
C -1.26128 -1.35143 -2.95635
C -0.70353 0.09041 3.03631
C -0.12173 -0.44662 -2.88828
N 0.50774 0.32938 0.86692
O 0.13880 -1.66245 -0.34616
O -3.32865 -0.11046 2.17809
S 0.38737 -1.99358 -3.25626
S 0.35412 1.02400 -3.57428
S -2.33673 -0.93446 2.89567
H 2.93865 -0.74587 0.07618
H 2.26499 0.08614 -1.26511
H 2.34701 0.97867 1.53666
H 1.71896 1.81444 0.03502
H -1.43409 0.94685 1.24155
H -0.14251 1.85594 2.14880
H -1.81363 -1.44126 -2.01673
H -1.86765 -1.42070 -3.87741
H 0.10617 -0.37105 3.47227
H -1.04215 0.81710 3.76549
H -0.90105 1.60903 -3.24482
*
```

Summary:
HOMO-LUMO gap (alpha / beta) = 8.9 / 5.8 eV
DFT total energy = -45522.7708 eV
E_HOMO (alpha / beta) = -8.617 / -6.736 eV
Max |F| = 4.0 eV/Å
Energy above the lowest of the compared OMol25 structures with the same formula, charge and spin = 229.13 kJ/mol

natural (NBO) atomic charge list, values in e, 8 entries: atom 1 (C): 0.722, atom 2 (C): -0.501, atom 3 (C): -0.194, atom 4 (C): -0.246, atom 5 (C): -0.516, atom 6 (C): -0.581, atom 7 (C): -0.449, atom 8 (N): -0.444